2 unconnected molecules or ions with the total composition C2H7N3 in a non-equilibrium geometry, computed with ωB97M-V with the def2-TZVPD basis set.

```
! RIJCOSX wB97M-V def2-TZVPD def2/J DEFGRID3
* xyz -1 2
N 1.04268 -1.18429 2.25978
N -1.36445 1.79368 -2.29840
N 1.15219 -0.45844 -0.02599
C 0.51893 -0.43155 1.12611
C -1.43358 0.62504 -1.78531
H 2.00244 -1.19059 2.42291
H 2.19662 -0.58938 0.09602
H 0.44124 -0.74086 3.06256
H -1.53351 -0.41913 -2.11578
H -1.64295 1.94969 -3.30015
H -0.37689 0.07249 1.27631
H -1.00271 0.57333 -0.71806
*
```

**E_LUMO (alpha / beta)**: 4.039 / 4.000 eV
**ΔE to the lowest compared entry with this formula, charge and spin**: 48.4 kcal/mol


A single C2H7N3 molecule in a non-equilibrium geometry, computed with ωB97M-V with the def2-TZVPD basis set.

```
! RIJCOSX wB97M-V def2-TZVPD def2/J DEFGRID3
* xyz 0 1
N -0.30176 -0.54758 -1.35740
N -1.10914 1.83700 -0.47916
N 0.28941 -0.04066 -0.22000
C -0.09603 1.23911 0.02560
C 0.65814 -1.02536 0.81291
H 1.08744 -1.93097 0.27834
H 1.53500 -0.48574 1.31248
H 0.39337 1.53322 0.99283
H 0.20953 -1.44798 -1.61312
H -1.05097 2.78188 0.03274
H -0.29404 -1.13165 1.47642
H -1.32097 -0.78128 -1.26164
*
```

**E_LUMO**: 0.826 eV
**ΔE to the lowest compared entry with this formula, charge and spin**: 55.5 kcal/mol
**SMILES**: [H]/N=C/N(C)N


A molecular structure, C2H7N3 in a non-equilibrium geometry, computed with ωB97M-V with the def2-TZVPD basis set.

```
! RIJCOSX wB97M-V def2-TZVPD def2/J DEFGRID3
* xyz 0 1
N -0.52308 -0.48629 0.20665
N 0.74204 1.47860 0.04066
N 1.76423 -0.60003 -0.07735
C -1.78885 0.18876 -0.04860
C 0.65542 0.20273 0.03911
H -1.41887 1.07922 -0.78502
H -0.58973 -1.47576 0.04445
H -2.48439 -0.72360 -0.77175
H -2.46361 0.37858 1.14058
H 2.72508 -0.20025 0.41167
H 1.66825 1.75394 -0.07307
H 1.71353 -1.59590 -0.12732
*
```

**E_LUMO**: 0.756 eV
**ΔE to the lowest compared entry with this formula, charge and spin**: 60.2 kcal/mol


A single C2H7N3 molecule in a non-equilibrium geometry, computed with ωB97M-V with the def2-TZVPD basis set.

```
! RIJCOSX wB97M-V def2-TZVPD def2/J DEFGRID3
* xyz 0 1
N -0.95718 1.19377 0.95471
N 1.36483 -0.72669 -1.06701
N -1.07483 -0.37696 -1.10079
C 0.05184 -0.35959 -0.48373
C 0.07926 0.23565 0.90505
H -0.87020 -0.59523 -2.12388
H -1.76070 0.81846 0.57988
H -0.15546 -0.50800 1.66562
H -1.27566 1.32906 1.97380
H 2.19252 -0.79592 -0.41412
H 1.42984 -0.98285 -2.01995
H 0.97574 0.76829 1.13042
*
```

**E_LUMO**: 0.967 eV
**ΔE to the lowest compared entry with this formula, charge and spin**: 22.8 kcal/mol
**SMILES**: [H]/N=C(\N)CN


Among the records above, which one has the lowest ΔE to the lowest compared entry with this formula, charge and spin? number 4


Please write out number 3 again, unchanged.
A molecular structure, C2H7N3 in a non-equilibrium geometry, computed with ωB97M-V with the def2-TZVPD basis set.

```
! RIJCOSX wB97M-V def2-TZVPD def2/J DEFGRID3
* xyz 0 1
N -0.52308 -0.48629 0.20665
N 0.74204 1.47860 0.04066
N 1.76423 -0.60003 -0.07735
C -1.78885 0.18876 -0.04860
C 0.65542 0.20273 0.03911
H -1.41887 1.07922 -0.78502
H -0.58973 -1.47576 0.04445
H -2.48439 -0.72360 -0.77175
H -2.46361 0.37858 1.14058
H 2.72508 -0.20025 0.41167
H 1.66825 1.75394 -0.07307
H 1.71353 -1.59590 -0.12732
*
```

**E_LUMO**: 0.756 eV
**ΔE to the lowest compared entry with this formula, charge and spin**: 60.2 kcal/mol


Which of these has the highest ΔE to the lowest compared entry with this formula, charge and spin? number 3